[1]
{
  "formula": "C5H9NO2S",
  "method": "ωB97M-V/def2-TZVPD",
  "species": ["S", "O", "O", "N", "C", "C", "C", "C", "C", "H", "H", "H", "H", "H", "H", "H", "H", "H"],
  "coordinates": [[-1.521, -0.496, 1.999], [1.670, 0.052, 2.053], [1.498, 1.403, 0.227], [0.152, -0.820, -1.546], [0.836, -1.648, -0.635], [-0.419, 0.532, 1.023], [0.931, 0.543, 1.179], [-1.033, 1.047, -0.185], [-1.164, -0.195, -1.260], [-1.711, -0.910, -0.654], [-0.640, -0.741, 2.813], [1.913, -1.727, -0.623], [0.711, -0.149, -2.103], [2.410, 1.588, 0.478], [-1.563, 0.300, -2.117], [0.282, -2.086, 0.223], [-1.974, 1.521, -0.161], [-0.379, 1.785, -0.709]],
  "fmax_ev_per_a": 4.48,
  "e_homo_ev": [-6.667, -7.613],
  "e_above_lowest_kcal_mol": 84.6,
  "homo_lumo_gap_ha": [0.201, 0.295],
  "e_tot_ha": -799.22405
}

[2]
{
  "formula": "C10H17NO",
  "method": "ωB97M-V/def2-TZVPD",
  "species": ["O", "N", "C", "C", "C", "C", "C", "C", "C", "C", "C", "C", "H", "H", "H", "H", "H", "H", "H", "H", "H", "H", "H", "H", "H", "H", "H", "H", "H"],
  "coordinates": [[-3.614, -2.302, -0.465], [-4.007, -0.298, 0.486], [2.895, -0.235, -0.544], [3.824, -1.428, -0.407], [-1.769, -0.936, 0.117], [-3.169, -1.226, 0.013], [-1.225, 0.076, -0.759], [-1.304, 1.502, -0.474], [0.972, 0.847, 0.938], [2.095, -0.160, 0.925], [0.065, 0.968, -0.474], [-2.113, 2.606, -0.468], [4.193, -1.902, -1.678], [-1.362, -1.859, -0.134], [-3.669, 0.512, 1.233], [-1.303, -0.770, 1.177], [0.563, 1.388, -1.375], [-5.030, -0.778, 0.842], [2.326, -0.614, -1.533], [3.130, -2.379, 0.078], [1.698, -1.186, 1.185], [3.613, 0.548, -0.804], [-1.418, 0.044, -1.881], [-1.606, 3.556, -0.339], [-3.115, 2.374, -0.549], [0.177, 0.509, 1.599], [1.339, 1.917, 1.275], [4.762, -1.028, 0.322], [3.052, 0.248, 1.694]],
  "fmax_ev_per_a": 6.60,
  "e_homo_ev": -9.529,
  "e_above_lowest_kcal_mol": 138.2,
  "homo_lumo_gap_ha": 0.373,
  "e_tot_ha": -520.97772
}

Repeat the second record exactly.
{
  "formula": "C10H17NO",
  "method": "ωB97M-V/def2-TZVPD",
  "species": ["O", "N", "C", "C", "C", "C", "C", "C", "C", "C", "C", "C", "H", "H", "H", "H", "H", "H", "H", "H", "H", "H", "H", "H", "H", "H", "H", "H", "H"],
  "coordinates": [[-3.614, -2.302, -0.465], [-4.007, -0.298, 0.486], [2.895, -0.235, -0.544], [3.824, -1.428, -0.407], [-1.769, -0.936, 0.117], [-3.169, -1.226, 0.013], [-1.225, 0.076, -0.759], [-1.304, 1.502, -0.474], [0.972, 0.847, 0.938], [2.095, -0.160, 0.925], [0.065, 0.968, -0.474], [-2.113, 2.606, -0.468], [4.193, -1.902, -1.678], [-1.362, -1.859, -0.134], [-3.669, 0.512, 1.233], [-1.303, -0.770, 1.177], [0.563, 1.388, -1.375], [-5.030, -0.778, 0.842], [2.326, -0.614, -1.533], [3.130, -2.379, 0.078], [1.698, -1.186, 1.185], [3.613, 0.548, -0.804], [-1.418, 0.044, -1.881], [-1.606, 3.556, -0.339], [-3.115, 2.374, -0.549], [0.177, 0.509, 1.599], [1.339, 1.917, 1.275], [4.762, -1.028, 0.322], [3.052, 0.248, 1.694]],
  "fmax_ev_per_a": 6.60,
  "e_homo_ev": -9.529,
  "e_above_lowest_kcal_mol": 138.2,
  "homo_lumo_gap_ha": 0.373,
  "e_tot_ha": -520.97772
}